1.
ORCA calculation (wB97M-V/def2-TZVPD) on a cluster of 2 separate species, C4H8FP in total.

```
! wB97M-V def2-TZVPD RIJCOSX def2/J DEFGRID3
* xyz 0 1
C -1.560 -0.151 0.152
C -0.408 -0.120 1.215
C -0.493 -0.337 -0.931
C 0.511 0.089 0.079
F 1.781 -1.697 0.157
P 2.100 0.913 -0.019
H -2.300 -0.974 0.135
H -2.068 0.765 0.186
H -0.422 0.796 1.780
H -0.397 -1.090 1.777
H -0.181 -1.444 -1.083
H -0.474 0.145 -1.845
H 1.441 2.120 -0.195
H 2.471 0.986 -1.408
*
```

## Properties
Gap between HOMO and LUMO in Ha: 0.3287
Relative energy (zero: lowest compared OMol25 entry of this formula, charge and spin) in kcal/mol: 64.3

natural (NBO) atomic charge list, values in e, 4 entries: number 1, C, carries -0.389; number 2, C, carries -0.524; number 3, C, carries -0.537; number 4, C, carries 0.237

2.
ORCA calculation (wB97M-V/def2-TZVPD) on a cluster of 2 separate species, C4H8IN2 in total.

```
! wB97M-V def2-TZVPD RIJCOSX def2/J DEFGRID3
* xyz 1 1
C 1.705 0.387 -0.426
C -0.031 0.687 1.137
C -0.629 0.418 -0.249
C -1.300 -1.689 -0.251
N 0.543 0.389 -1.131
N 1.467 0.567 0.852
I -2.305 1.667 -0.914
H 2.575 0.290 -1.064
H -0.274 1.570 1.658
H -0.323 -0.131 1.781
H -1.739 -1.490 0.692
H -0.369 -2.018 -0.419
H -2.031 -1.499 -1.008
H 0.501 0.238 -2.181
H 2.210 0.614 1.524
*
```

## Properties
Gap between HOMO and LUMO in Ha: 0.3171
Relative energy (zero: lowest compared OMol25 entry of this formula, charge and spin) in kcal/mol: 68.4

natural (NBO) atomic charge list, values in e, 4 entries: number 1, C, carries 0.357; number 2, C, carries -0.297; number 3, C, carries -0.047; number 4, C, carries -0.412